1.
DFT (ωB97M-V with the def2-TZVPD basis set) results for one molecule with the formula C5H9NO.

Positions of all 16 atoms, in Å:
C (0.01, 0.32, 1.18)
C (1.13, -0.46, 0.53)
N (0.66, -1.71, -0.07)
C (0.89, -0.54, -0.92)
C (-0.39, 0.21, -1.26)
C (-1.10, 0.37, 0.10)
O (-1.83, 1.58, 0.14)
H (-0.34, -0.14, 2.11)
H (0.35, 1.34, 1.40)
H (-1.72, 1.93, 1.03)
H (2.14, -0.40, 0.94)
H (1.44, -2.36, -0.16)
H (1.71, -0.56, -1.64)
H (-1.01, -0.31, -2.00)
H (-0.15, 1.21, -1.65)
H (-1.78, -0.48, 0.25)

For the HOMO-LUMO gap, the calculation gives 10.4 eV. The SMILES is O[C@H]1C[C@@H]2N[C@@H]2C1. Its energy above the lowest of the compared OMol25 structures with the same formula, charge and spin is 1.758 eV. Its HOMO energy is -0.3445 hartree. The molar mass comes out at 99.13 g/mol. Its net charge is 0. The total energy comes out at -8867.454 eV.

Results of the natural (NBO) charge analysis, in e, for atoms 1 through 2: number 1, C, carries -0.44; number 2, C, carries -0.09

2.
DFT (ωB97M-V with the def2-TZVPD basis set) results for C37H21Cl5F3N7O11S2W as an isolated structure.

Positions of all 87 atoms, in Å:
W (0.22, 0.24, -1.10)
O (3.58, -5.17, -0.05)
C (3.55, -4.66, 1.18)
O (4.13, -5.20, 2.08)
C (2.80, -3.39, 1.41)
C (2.71, -2.80, 2.66)
Cl (3.29, -3.29, 4.17)
N (2.03, -1.64, 2.54)
N (1.65, -1.42, 1.28)
C (2.09, -2.46, 0.59)
C (1.69, -2.51, -0.83)
O (1.99, -3.40, -1.60)
O (0.88, -1.55, -1.22)
C (1.64, -0.73, 3.58)
C (0.45, -0.96, 4.24)
C (0.06, -0.08, 5.24)
C (0.87, 1.00, 5.56)
C (2.06, 1.21, 4.89)
C (2.46, 0.34, 3.89)
H (3.11, -4.60, -0.70)
H (-0.17, -1.80, 3.96)
H (-0.88, -0.23, 5.75)
H (0.56, 1.69, 6.34)
H (2.69, 2.05, 5.15)
H (3.38, 0.49, 3.35)
O (0.80, 1.26, 0.42)
C (1.70, 2.10, 0.91)
C (1.34, 2.96, 1.95)
C (2.29, 3.82, 2.46)
C (3.59, 3.83, 1.96)
C (3.94, 2.98, 0.93)
C (2.99, 2.11, 0.39)
C (3.27, 1.22, -0.71)
N (2.37, 0.53, -1.42)
C (3.07, -0.14, -2.41)
C (4.39, 0.14, -2.29)
N (4.49, 1.00, -1.22)
H (0.32, 2.93, 2.31)
H (2.01, 4.49, 3.26)
H (4.33, 4.51, 2.37)
H (4.95, 3.02, 0.54)
H (2.58, -0.77, -3.13)
H (5.24, -0.19, -2.86)
H (5.34, 1.40, -0.86)
Cl (-3.81, -2.07, -6.09)
C (-2.51, -1.34, -5.24)
C (-1.41, -0.84, -5.93)
Cl (-1.35, -0.94, -7.65)
C (-0.34, -0.26, -5.25)
Cl (1.06, 0.35, -6.05)
C (-0.40, -0.19, -3.87)
O (0.54, 0.31, -3.07)
C (-1.51, -0.67, -3.18)
O (-1.42, -0.50, -1.86)
C (-2.57, -1.26, -3.84)
Cl (-3.88, -1.88, -2.93)
F (0.55, 4.96, -3.04)
C (0.66, 4.03, -2.10)
F (1.68, 3.22, -2.44)
F (0.98, 4.63, -0.95)
C (-0.67, 3.24, -1.93)
O (-1.71, 3.79, -2.10)
O (-0.50, 2.00, -1.57)
N (-7.17, 0.25, -1.73)
C (-5.99, 0.38, -1.02)
C (-5.82, -0.27, 0.21)
C (-4.65, -0.13, 0.92)
C (-3.63, 0.67, 0.42)
C (-3.80, 1.35, -0.78)
C (-4.97, 1.21, -1.49)
S (-2.10, 0.82, 1.27)
O (-2.28, 0.41, 2.63)
O (-1.59, 2.13, 1.00)
N (-1.09, -0.31, 0.54)
C (-1.44, -1.66, 0.79)
S (-2.08, -2.23, 2.33)
C (-2.03, -3.83, 1.73)
C (-1.54, -3.84, 0.47)
N (-1.20, -2.62, -0.04)
H (-7.73, -0.56, -1.52)
H (-7.12, 0.46, -2.71)
H (-6.62, -0.89, 0.60)
H (-4.53, -0.62, 1.88)
H (-3.02, 2.01, -1.15)
H (-5.10, 1.75, -2.42)
H (-2.38, -4.66, 2.32)
H (-1.40, -4.72, -0.14)

For the HOMO-LUMO gap, the calculation gives 6.0 eV. Its energy above the lowest of the compared OMol25 structures with the same formula, charge and spin is 0.976 eV. Its HOMO energy is -0.3018 hartree. The molar mass comes out at 1221.85 g/mol. Its net charge is 0. The total energy comes out at -165928.401 eV.

Results of the Löwdin charge analysis, in e, for atoms 1 through 2: number 1, W, carries 2.09; number 2, O, carries 0.14

3.
DFT (ωB97M-V with the def2-TZVPD basis set) results for one molecule with the formula C21H23ClF3N3O2.

Positions of all 53 atoms, in Å:
C (5.90, -1.39, -2.08)
C (4.41, -1.31, -1.90)
C (3.58, -0.97, -2.95)
C (2.20, -0.87, -2.79)
C (1.66, -1.12, -1.53)
C (2.48, -1.49, -0.46)
C (3.84, -1.58, -0.66)
H (4.48, -1.86, 0.16)
C (1.87, -1.80, 0.88)
H (2.65, -2.04, 1.60)
H (1.20, -2.65, 0.79)
H (1.30, -0.96, 1.26)
O (0.28, -1.05, -1.34)
C (-0.19, 0.26, -1.14)
C (-1.70, 0.37, -1.32)
O (-2.18, 1.30, -1.94)
N (-2.47, -0.61, -0.79)
C (-2.05, -1.58, 0.20)
H (-2.18, -2.59, -0.21)
C (-2.92, -1.39, 1.46)
N (-3.39, -0.02, 1.53)
C (-2.53, 0.91, 2.01)
N (-1.29, 0.49, 2.28)
C (-0.38, 1.31, 2.77)
C (-0.64, 2.65, 3.01)
C (-1.94, 3.12, 2.79)
C (-2.89, 2.25, 2.32)
Cl (-4.52, 2.82, 2.24)
H (-2.20, 4.14, 3.03)
C (0.44, 3.57, 3.49)
F (1.16, 4.08, 2.47)
F (1.33, 2.95, 4.29)
F (-0.03, 4.61, 4.18)
H (0.59, 0.88, 2.97)
C (-4.35, 0.27, 0.48)
H (-4.38, 1.34, 0.30)
C (-3.90, -0.44, -0.82)
H (-4.36, -1.43, -0.91)
H (-4.16, 0.16, -1.69)
H (-5.35, -0.06, 0.78)
H (-2.34, -1.61, 2.35)
H (-3.80, -2.03, 1.44)
H (-1.00, -1.44, 0.44)
H (0.05, 0.62, -0.12)
H (0.26, 0.96, -1.85)
C (1.33, -0.51, -3.95)
H (0.30, -0.84, -3.78)
H (1.70, -0.98, -4.86)
H (1.32, 0.57, -4.11)
H (4.00, -0.78, -3.93)
H (6.38, -0.55, -1.60)
H (6.29, -2.30, -1.63)
H (6.16, -1.38, -3.14)

For the HOMO-LUMO gap, the calculation gives 9.1 eV. The SMILES is Cc1cc(C)c(OCC(=O)N2CCN(c3ncc(C(F)(F)F)cc3Cl)CC2)c(C)c1. Its HOMO energy is -0.3157 hartree. The molar mass comes out at 441.88 g/mol. Its net charge is 0. The total energy comes out at -51391.614 eV.

Results of the natural (NBO) charge analysis, in e, for atoms 1 through 2: number 1, C, carries -0.62; number 2, C, carries -0.01